16
Properties=species:S:1:pos:R:3:forces:R:3 method="wB97M-V/def2-TZVPD" max_force_ha_per_bohr=0.017 s_squared=0.75 multiplicity=2 e_homo_ev="-5.44 / -9.21" de_lowest_kcal_mol=6.43 molar_mass_g_mol=111.05 energy_ev=-10623.4283 e_lumo_ev="-0.8 / -0.9" homo_lumo_gap_ev="4.676 / 8.334"
O -0.625 0.115 -0.290 -0.431 0.114 -0.274
Li 1.460 -1.496 -1.018 -0.337 0.286 0.711
O 1.168 -0.892 0.629 0.713 -0.472 -0.194
C 0.234 -0.017 0.814 -0.309 0.023 0.058
O -0.620 -0.145 1.904 0.092 0.021 -0.222
C 0.011 -0.526 3.103 0.318 -0.144 0.251
C -0.185 0.984 -1.314 0.167 -0.421 0.184
C -0.469 0.329 -2.656 -0.199 0.057 -0.377
H -0.750 -0.500 3.892 0.149 0.009 -0.226
H 0.430 -1.541 3.032 -0.081 0.255 0.022
H 0.826 0.170 3.362 -0.198 -0.166 -0.059
H -0.741 1.927 -1.222 0.370 -0.027 -0.177
H 0.900 1.168 -1.219 -0.290 0.166 0.136
H -1.550 0.326 -2.849 0.353 0.181 -0.214
H 0.108 0.832 -3.446 -0.510 0.045 0.021
H -0.198 -0.735 -2.721 0.195 0.073 0.360